DFT (ωB97M-V with the def2-TZVPD basis set) results for an isolated molecule of C18H18N4O3.

```
43
C18H18N4O3 ωB97M-V with the def2-TZVPD basis set
C 0.58710 1.35202 -0.38161
O 1.60543 2.31082 -0.22984
C 2.90404 1.94347 -0.03575
C 3.73602 3.00628 0.31031
C 5.08553 2.83325 0.53978
C 5.63088 1.56949 0.42999
C 4.82407 0.50033 0.08169
C 3.46466 0.65927 -0.16332
O 2.65074 -0.38977 -0.54209
C 3.20147 -1.68532 -0.55727
C 2.09888 -2.68266 -0.92551
O 1.19403 -2.84754 0.14417
C 0.00244 -2.20339 0.17756
C -0.68137 -1.68056 -0.92077
C -1.91342 -1.08839 -0.75160
C -2.50533 -0.99836 0.50999
C -3.79445 -0.37757 0.69169
N -4.42714 0.11154 -0.30107
N -5.63382 0.69263 -0.15162
C -6.37242 1.15904 -1.20719
N -7.48542 1.66896 -0.78905
N -7.51211 1.55960 0.55398
C -6.41937 0.98015 0.93649
C -1.82307 -1.53550 1.60607
C -0.59391 -2.12807 1.44189
H -0.34206 1.92110 -0.41309
H 0.69582 0.78811 -1.30968
H 0.55351 0.65763 0.46128
H 3.27643 3.97840 0.39292
H 5.70102 3.67810 0.80598
H 6.68184 1.40385 0.60922
H 5.27628 -0.47422 -0.00602
H 4.00209 -1.75990 -1.30647
H 3.60107 -1.94703 0.43136
H 2.55732 -3.66231 -1.09111
H 1.60722 -2.35802 -1.84366
H -0.26842 -1.73617 -1.91557
H -2.44605 -0.68677 -1.59859
H -4.18193 -0.36068 1.71424
H -6.04636 1.09104 -2.22323
H -6.16633 0.76702 1.95353
H -2.26353 -1.48226 2.59116
H -0.06137 -2.54763 2.28082
```

Computed properties:
- max |F| (eV/A) = 1.14
- relative energy (zero: lowest compared OMol25 entry of this formula, charge and spin) (eV) = 3.768
- orbital gap (eV) = 8.1
- lowest unoccupied orbital energy (Eh) = -0.0065

Mulliken population analysis, charges in e, atoms 1 to 5:
1 C -0.63
2 O -0.48
3 C 0.22
4 C -0.51
5 C -0.51